A cluster of 2 separate species, C7H9N2S2 in total. Source: the OMol25 dataset; level of theory: the ωB97M-V functional and the def2-TZVPD basis.

Geometry (Å):
C -2.227 1.803 0.274
C -3.188 0.756 0.194
C -0.905 1.665 -0.116
C -2.676 -0.534 -0.006
C -0.372 0.322 -0.294
C -1.328 -0.750 -0.176
C 0.684 -2.511 -0.533
N 0.914 0.096 -0.359
N 3.562 -0.259 0.772
S -0.910 -2.399 -0.428
S 1.930 0.878 -1.346
H -2.672 2.816 0.388
H -4.281 1.010 0.185
H -0.163 2.506 -0.218
H -3.274 -1.366 -0.184
H 1.014 -3.494 -0.564
H 3.681 0.527 1.402
H 4.413 -0.816 0.707
H 2.671 -0.714 0.960
H 3.125 0.464 -0.659

Properties
Kohn-Sham gap (spin up / spin down), hartree: 0.22541 / 0.21441
Energy above the lowest of the compared OMol25 structures with the same formula, charge and spin, eV: 4.937
Multiplicity: 1
Total charge: +1
E_LUMO (spin up / spin down), Ha: -0.230 / -0.231
HOMO level (spin up / spin down), eV: -12.39 / -12.13